# 1
# C8H28Ag2B2Br2O4Pd2S2

A structure of composition C8H28Ag2B2Br2O4Pd2S2 (ωB97M-V/def2-TZVPD, OMol25).

Last column: Mulliken charge in e.
Element x y z (Å)
H (-1.255, 1.682, -0.406)  0.24
B (2.110, -3.645, 0.025)  0.90
H (-2.747, -3.661, -0.847)  -0.13
H (2.897, 1.809, -4.319)  0.37
H (3.721, -0.197, 3.121)  0.43
O (3.765, -1.055, -0.319)  -0.41
H (-2.252, 1.080, 0.886)  -0.37
H (1.199, 2.031, -5.020)  0.42
H (-2.301, -2.255, 0.397)  -0.10
C (-1.645, 0.758, 0.035)  0.28
H (2.167, -2.707, 0.717)  -0.55
H (2.014, 0.482, -4.921)  0.39
C (4.782, 1.109, 0.942)  -0.94
H (0.184, 0.827, 1.046)  0.33
H (-4.720, 1.711, 1.017)  0.34
C (0.945, 2.720, -2.184)  -1.01
C (3.297, -0.735, 2.267)  -0.69
O (2.246, 0.391, -2.024)  -0.51
H (-6.097, 2.905, 3.431)  0.34
Pd (1.890, -1.879, -1.352)  0.22
H (3.073, -3.685, -0.628)  -0.13
C (-0.474, 0.021, 0.700)  -1.07
C (1.877, 1.440, -4.407)  -1.18
H (-2.166, -4.070, 0.957)  -0.08
O (-2.463, 0.125, -0.926)  -0.62
H (2.317, -0.327, 2.022)  -0.02
H (-5.532, 0.927, 2.262)  0.37
H (1.153, -3.641, -0.622)  -0.18
H (1.750, 3.347, -2.563)  0.40
H (5.204, 1.313, -0.044)  0.35
H (5.539, 1.352, 1.684)  0.42
H (-0.036, 3.129, -2.414)  0.40
H (3.873, 1.705, 0.997)  0.27
H (2.209, -4.554, 0.733)  -0.12
Ag (0.115, -3.190, 1.537)  0.44
C (-4.940, 1.825, 2.081)  -0.56
S (4.509, -0.700, 0.963)  0.44
H (-5.601, 4.022, 2.229)  0.40
Br (-7.537, 2.771, 1.342)  -0.13
Br (-3.453, 1.695, 3.342)  -0.19
B (-2.075, -3.355, 0.049)  0.53
H (3.094, -1.715, 2.705)  0.32
H (-0.936, -3.337, -0.188)  -0.32
C (-5.886, 2.984, 2.363)  -0.58
H (1.110, 2.649, -1.109)  0.28
O (0.247, -1.008, 0.027)  1.12
H (-0.816, -0.487, 1.609)  0.43
Pd (-1.480, -1.713, -1.484)  0.05
S (1.122, 1.003, -2.821)  0.56
Ag (-3.995, 0.100, -2.887)  0.83

Total charge: +2
Expectation value of S²: 6.018
Spin multiplicity: 5
E, eV: -194978.57393
Highest occupied orbital energy (alpha / beta), eV: -14.084 / -14.084
HOMO-LUMO gap (alpha / beta), eV: 5.9 / 5.3


# 2
# C3H6N2O

The molecule C3H6N2O (ωB97M-V/def2-TZVPD, OMol25).

Last column: Mulliken charge in e.
Element x y z (Å)
O (-0.897, 1.881, 1.350)  -0.47
H (1.802, -0.617, 1.344)  0.27
H (-2.468, 0.393, -0.836)  0.26
N (0.443, -0.159, -0.078)  -0.33
H (1.653, -1.896, 0.097)  0.28
N (-1.679, 0.287, -0.208)  -0.29
C (1.654, -0.812, 0.273)  -0.77
C (-0.675, -0.632, -0.440)  -0.15
C (-0.932, 1.490, 0.219)  0.22
H (-0.900, -1.636, -0.831)  0.38
H (2.480, -0.327, -0.257)  0.25
H (-0.480, 2.029, -0.631)  0.34

Structure (SMILES): C/N=C/NC=O
E, eV: -8234.44215
Highest occupied orbital energy, eV: -9.183
HOMO-LUMO gap, eV: 10.1


# 3
# C24H39AlN2O6

A structure of composition C24H39AlN2O6 (ωB97M-V/def2-TZVPD, OMol25).

Last column: Mulliken charge in e.
Element x y z (Å)
H (2.676, 4.038, 0.017)  0.25
H (3.034, 0.885, 2.051)  0.33
Al (-0.721, 1.921, 0.417)  0.14
H (2.349, 2.299, 2.918)  0.59
H (-0.998, -1.248, -3.342)  0.48
C (1.771, -4.287, 0.331)  -0.50
H (0.755, -5.629, 1.684)  0.24
C (2.105, 3.690, 0.882)  -0.47
O (2.133, 2.281, 0.844)  -0.20
H (2.186, -6.344, 0.917)  0.27
C (-4.112, 2.323, -2.524)  -1.84
H (-1.916, 1.603, -4.245)  0.36
C (2.414, -2.176, 1.455)  -0.59
H (2.352, -4.368, -0.601)  0.42
H (-4.477, 1.291, -2.459)  0.32
H (0.327, -3.475, 2.513)  0.56
C (-3.429, 2.742, -1.213)  2.84
H (-2.418, -0.359, -2.753)  0.17
H (3.928, -4.214, 3.634)  0.27
C (3.921, -4.111, 1.482)  -0.75
N (-0.695, -0.160, 0.776)  0.69
H (-4.027, 2.940, 0.856)  0.31
H (-3.412, 2.386, -3.359)  0.24
H (-2.072, -2.736, 2.446)  0.31
C (0.062, -2.500, 2.115)  0.35
O (-0.134, 1.773, 2.146)  -0.68
H (1.513, 1.390, -2.604)  0.27
H (2.602, 4.068, 1.778)  0.30
H (5.158, -5.243, 2.869)  0.43
C (4.129, -4.875, 2.788)  -1.23
O (0.932, 0.359, 3.634)  -0.73
C (0.747, 4.412, 0.780)  0.55
H (-2.576, 4.565, -0.397)  0.30
H (-0.551, 0.692, -4.906)  0.49
H (3.449, -5.728, 2.860)  0.23
O (3.409, -1.461, 1.378)  -0.78
H (1.339, 0.030, 0.393)  0.49
H (-3.815, 4.840, -1.654)  0.47
C (-0.883, 1.778, -1.576)  -1.78
H (1.259, -0.092, -3.564)  0.47
H (-1.212, -0.947, -1.599)  0.13
H (-0.296, 2.321, -4.241)  0.35
H (-2.663, 0.794, -0.761)  0.60
C (-2.979, 4.200, -1.344)  -1.77
H (0.698, -6.130, -0.018)  0.43
C (-4.481, 2.666, -0.098)  -2.03
H (4.155, -4.759, 0.629)  0.39
C (1.068, -1.692, 1.628)  -0.54
H (-4.863, 1.642, -0.006)  0.33
H (4.601, -3.262, 1.441)  0.40
C (-0.571, 0.791, -2.719)  2.90
H (0.898, -3.679, 0.112)  0.29
H (-4.966, 2.976, -2.750)  0.49
H (0.088, -0.092, 3.762)  0.46
O (-0.291, 3.746, 0.456)  -0.26
H (-2.183, 4.291, -2.088)  0.33
C (1.329, -5.683, 0.756)  -1.21
H (-2.607, -0.749, 1.014)  0.25
C (-1.570, -0.970, 1.276)  0.56
H (-5.332, 3.333, -0.297)  0.44
O (0.793, 5.629, 0.962)  -0.81
C (0.885, 0.869, 2.306)  1.65
C (-1.277, -2.112, 2.061)  -2.19
H (1.164, -0.131, -1.788)  0.04
C (-0.853, 1.387, -4.109)  -1.91
C (-1.347, -0.521, -2.595)  -1.56
C (0.932, 0.465, -2.673)  -1.50
H (-0.649, 2.790, -1.937)  0.62
C (-2.267, 1.818, -0.820)  -1.02
C (0.710, -0.283, 1.233)  -0.69
C (2.207, 1.596, 2.092)  -1.51
N (2.564, -3.605, 1.348)  0.72

Total charge: -2
E, eV: -47386.03774
Highest occupied orbital energy, eV: -0.345
HOMO-LUMO gap, eV: 5.0


# 4
# C4H5N5

The molecule C4H5N5 (ωB97M-V/def2-TZVPD, OMol25).

Last column: Mulliken charge in e.
Element x y z (Å)
C (0.854, -1.592, -0.451)  0.07
C (1.593, 0.510, -0.400)  0.08
H (-2.290, 0.326, 0.748)  0.36
H (0.440, -2.380, -1.095)  0.36
N (-1.363, -0.104, 0.410)  -0.29
C (-0.605, 1.052, -0.194)  0.38
N (0.806, 1.325, 0.163)  -0.43
H (-1.984, 1.929, -1.331)  0.22
N (1.442, -0.754, -1.148)  -0.40
H (-0.494, -0.944, 2.456)  0.33
C (-0.530, -0.840, 1.313)  0.07
N (0.548, -1.455, 0.931)  -0.52
N (-1.010, 2.055, -1.049)  -0.61
H (2.594, 0.872, -0.353)  0.38

Structure (SMILES): [H]/N=C1/N=C\N=C/N=C\N1
E, eV: -11676.01338
Highest occupied orbital energy, eV: -9.728
HOMO-LUMO gap, eV: 10.2


Copy entry 2 word for word.
# C3H6N2O

The molecule C3H6N2O (ωB97M-V/def2-TZVPD, OMol25).

Last column: Mulliken charge in e.
Element x y z (Å)
O (-0.897, 1.881, 1.350)  -0.47
H (1.802, -0.617, 1.344)  0.27
H (-2.468, 0.393, -0.836)  0.26
N (0.443, -0.159, -0.078)  -0.33
H (1.653, -1.896, 0.097)  0.28
N (-1.679, 0.287, -0.208)  -0.29
C (1.654, -0.812, 0.273)  -0.77
C (-0.675, -0.632, -0.440)  -0.15
C (-0.932, 1.490, 0.219)  0.22
H (-0.900, -1.636, -0.831)  0.38
H (2.480, -0.327, -0.257)  0.25
H (-0.480, 2.029, -0.631)  0.34

Structure (SMILES): C/N=C/NC=O
E, eV: -8234.44215
Highest occupied orbital energy, eV: -9.183
HOMO-LUMO gap, eV: 10.1